No. 1
Computed, not measured: a structure of composition C41H57BrHgI2N7O2PS2Sb in a non-equilibrium geometry, with ωB97M-V with the def2-TZVPD basis set.

Calculated values
LUMO energy (spin up / spin down) in eV: 3.508 / 3.508
HOMO-LUMO gap (spin up / spin down) in eV: 4.411 / 6.050
Charge: -2
E_HOMO (spin up / spin down) in eV: -0.90 / -2.54
DFT total energy in eV: -185882.5523
Energy relative to the best compared isomer or geometry (same formula, charge and spin) in kJ/mol: 182.2
Spin multiplicity: 2

Structure (XYZ):
```
115
C41H57BrHgI2N7O2PS2Sb (ωB97M-V with the def2-TZVPD basis set)
Hg -0.5318 0.7456 -0.7665
C 0.9941 5.2309 2.9654
C -0.0932 4.5830 3.5388
C -0.8872 3.7482 2.7889
C -0.5996 3.5223 1.4292
C 0.4968 4.1963 0.8577
C 1.2744 5.0367 1.6173
N -1.3131 2.6994 0.6136
N -2.5420 2.4149 1.0125
C -3.2710 1.6393 0.1705
C -4.6691 1.6874 0.3645
C -5.5261 1.1025 -0.5353
C -5.0148 0.4686 -1.6618
C -3.6378 0.3325 -1.8039
C -2.7313 0.8368 -0.8775
H 1.6166 5.8813 3.5676
H -0.3153 4.7414 4.5888
H -1.7344 3.2359 3.2206
H 0.7019 4.0311 -0.1929
H 2.1145 5.5533 1.1687
H -5.0395 2.2456 1.2155
H -6.5978 1.1586 -0.3805
H -5.6783 0.0715 -2.4184
H -3.2737 -0.1700 -2.6958
I -2.5302 -3.0197 -1.9731
I -2.6083 -4.3211 -4.5929
C -1.8334 -3.8238 1.3212
Sb -2.5829 -2.0258 0.4523
C -4.6732 -2.5603 0.7161
C -2.6195 -0.6827 2.1054
H -2.3279 -4.0003 2.2683
H -0.7789 -3.6971 1.5289
H -1.9678 -4.7003 0.6860
H -4.8327 -2.8284 1.7580
H -4.9933 -3.4035 0.1010
H -5.3139 -1.7104 0.4795
H -2.4782 -1.2832 3.0004
H -3.5707 -0.1576 2.1087
H -1.8065 0.0280 2.0226
Br -3.9388 4.7366 -5.9293
C -2.7974 3.9282 -4.6252
C -2.0042 2.8455 -4.9707
C -1.1822 2.3175 -3.9898
N -1.1229 2.7916 -2.7500
C -1.8959 3.8252 -2.4404
C -2.7521 4.4394 -3.3366
H -2.0233 2.4249 -5.9626
H -0.5397 1.4745 -4.2042
H -1.8257 4.1763 -1.4199
H -3.3614 5.2797 -3.0422
C 2.0534 -0.3664 -5.1957
C 1.9103 -1.5577 -4.2435
C 2.8147 -2.6846 -4.7336
C 0.4494 -1.9969 -4.3370
P 2.1471 -0.8860 -2.4307
N 0.9190 -0.0795 -2.0413
C 2.5516 -2.4432 -1.3109
C 1.4136 -3.4251 -1.5794
C 3.8897 -3.1590 -1.4638
C 2.3664 -2.0006 0.1358
C 3.7821 0.1948 -2.4527
C 4.1448 0.4274 -0.9875
C 3.3759 1.5580 -3.0157
C 5.0035 -0.3414 -3.1941
H 1.6094 -0.6185 -6.1613
H 3.0923 -0.0948 -5.3739
H 1.5242 0.4942 -4.7926
H 2.6026 -2.8692 -5.7882
H 2.6234 -3.6120 -4.2027
H 3.8677 -2.4325 -4.6378
H 0.1320 -2.0748 -5.3762
H -0.1768 -1.2575 -3.8388
H 0.2710 -2.9640 -3.8821
H 1.5380 -3.9745 -2.5072
H 0.4834 -2.8627 -1.6181
H 1.3358 -4.1544 -0.7699
H 4.0821 -3.4335 -2.4968
H 3.8684 -4.0752 -0.8662
H 4.7159 -2.5518 -1.0975
H 1.4913 -1.3550 0.1914
H 3.2122 -1.4606 0.5476
H 2.1859 -2.8585 0.7884
H 3.2430 0.6745 -0.4298
H 4.8411 1.2642 -0.8899
H 4.6161 -0.4426 -0.5380
H 2.3507 1.7753 -2.7129
H 3.4355 1.6021 -4.0994
H 4.0190 2.3458 -2.6186
H 5.3053 -1.3159 -2.8210
H 5.8446 0.3437 -3.0539
H 4.8201 -0.4267 -4.2623
N -1.7790 0.4513 8.8242
C -1.3049 -0.1903 7.6811
C 0.0294 -0.0588 7.2994
C 0.5219 -0.7564 6.2125
C -0.3146 -1.5835 5.4870
C -1.6384 -1.7237 5.8589
C -2.1355 -1.0376 6.9495
S 0.2850 -2.5252 4.0706
O 1.6836 -2.8187 4.3027
O -0.5911 -3.6701 4.0000
N 0.0298 -1.6066 2.7808
C 0.8446 -0.6091 2.5417
S 2.3626 -0.3732 3.4535
C 2.6452 1.0648 2.5158
C 1.6630 1.2341 1.6140
N 0.6592 0.3116 1.6300
H -1.2587 1.2774 9.0794
H -2.7782 0.5912 8.8461
H 0.6814 0.5925 7.8623
H 1.5568 -0.6724 5.9260
H -2.2583 -2.4036 5.2942
H -3.1690 -1.1525 7.2481
H 3.5186 1.6641 2.6752
H 1.6056 2.0406 0.9033
```


No. 2
Computed, not measured: a cluster of 10 separate species, C41H58BF9N4O32P in total in a non-equilibrium geometry, with ωB97M-V with the def2-TZVPD basis set.

Calculated values
LUMO energy in eV: -3.753
HOMO-LUMO gap in eV: 8.587
Charge: +1
E_HOMO in eV: -12.34
DFT total energy in eV: -149348.1875
Spin multiplicity: 1

Structure (XYZ):
```
146
C41H58BF9N4O32P (ωB97M-V with the def2-TZVPD basis set)
C -2.1448 3.1445 -5.3191
C -0.6210 2.4921 -5.5417
O 0.0673 2.2300 -4.2415
P 1.7680 2.2445 -4.6145
O 1.9248 1.5795 -6.0745
C 2.8708 1.2408 -3.4222
C 2.0644 0.2799 -2.3667
N 1.0289 0.9833 -1.5183
C 1.3507 2.1154 -0.5276
C 2.7830 2.7937 -0.1078
C 2.7351 4.4108 0.1606
C 2.2123 4.7353 1.7157
C 1.0855 5.9455 1.5388
O 0.7198 6.5776 2.8343
N 0.1156 2.6999 0.1804
C -0.9368 1.7812 -0.4755
N -2.2405 1.9986 -0.0835
N -0.3403 0.7805 -1.4484
B -1.1989 -0.2377 -2.1754
O -2.3132 -0.8586 -1.3818
C -1.0075 -0.7639 -3.7213
C -0.9322 -2.4329 -3.6452
O 2.2277 3.9469 -4.7517
C 2.0233 4.6525 -3.4771
C 0.5089 5.2664 -3.2658
H -2.9115 2.2675 -5.1822
H -2.4165 3.7678 -6.2739
H -2.0817 3.8820 -4.4101
H -0.6813 1.4530 -6.1260
H -0.0366 3.3144 -6.1796
H 3.6306 1.9878 -2.9382
H 3.5242 0.5094 -4.1024
H 2.8844 -0.1387 -1.6066
H 1.6765 -0.6511 -2.9596
H 3.6705 2.5811 -0.8409
H 3.0958 2.2962 0.9313
H 2.1601 5.0333 -0.6487
H 3.8652 4.7937 0.1426
H 3.1095 5.1574 2.3805
H 1.7775 3.7675 2.2146
H 0.1529 5.4605 1.0040
H 1.5946 6.7334 0.8008
H 0.3161 5.8349 3.3756
H -2.9182 1.2218 0.1328
H -2.5575 3.0132 -0.0703
H -1.9004 -1.5415 -0.7488
H -0.0469 -0.3771 -4.2662
H -1.9936 -0.5410 -4.3552
H -2.0227 -2.9055 -3.7473
H -0.2363 -2.8879 -4.4728
H -0.4566 -2.7282 -2.6015
H 2.7697 5.5709 -3.3209
H 2.2223 3.8831 -2.6176
H 0.5591 6.1777 -2.5028
H 0.0488 5.5900 -4.2963
H -0.1978 4.4670 -2.7314
C 3.8808 0.1337 3.1469
C 4.8109 -1.0267 3.2483
O 4.4262 -1.8523 2.1725
C 3.9334 -1.0002 1.2303
O 3.7560 -1.3007 0.0615
O 3.6690 0.2360 1.7532
F 4.6103 -1.7064 4.3996
H 2.9233 -0.0459 3.6473
H 4.3179 1.0531 3.5456
H 5.8694 -0.7633 3.1501
C -1.4835 3.8598 6.6938
C -1.0776 4.7730 5.5880
O 0.2891 4.4810 5.4043
C 0.4252 3.1758 5.7713
O 1.3921 2.4848 5.4965
O -0.6584 2.7324 6.4790
F -1.1897 6.0665 5.9649
H -1.2770 4.2770 7.6851
H -2.5410 3.5873 6.6412
H -1.6183 4.6097 4.6496
C -4.8375 -2.0446 0.5003
C -4.5548 -3.2885 1.2713
O -4.7357 -2.8933 2.6122
C -5.6588 -1.8922 2.5653
O -6.2752 -1.4835 3.5353
O -5.8159 -1.4063 1.2961
F -3.2689 -3.6737 1.1107
H -3.9615 -1.3935 0.4105
H -5.2228 -2.2545 -0.5012
H -5.2257 -4.1225 1.0395
C -4.7990 -1.8818 -6.2204
C -5.3281 -0.7460 -5.4131
O -5.9650 -1.3815 -4.3280
C -5.2838 -2.5482 -4.1509
O -5.3571 -3.2380 -3.1476
O -4.5014 -2.8478 -5.2324
F -6.2589 -0.0534 -6.1070
H -5.5410 -2.2897 -6.9149
H -3.9030 -1.6092 -6.7846
H -4.5573 -0.0636 -5.0392
C 7.8283 2.5986 1.3901
C 6.7151 3.5550 1.6508
O 5.8339 2.8197 2.4693
C 6.6277 1.9454 3.1491
O 6.2765 1.3336 4.1442
O 7.8694 1.8432 2.5840
F 6.0702 3.8684 0.5047
H 7.6248 1.9318 0.5455
H 8.7804 3.1066 1.2146
H 7.0215 4.4701 2.1687
C -9.8992 -3.5704 0.7624
C -9.4933 -2.6572 -0.3435
O -8.1266 -2.9492 -0.5271
C -7.9905 -4.2544 -0.1601
O -7.0236 -4.9454 -0.4349
O -9.0741 -4.6978 0.5475
F -9.6055 -1.3638 0.0335
H -9.6927 -3.1533 1.7537
H -10.9568 -3.8429 0.7098
H -10.0340 -2.8205 -1.2818
C 4.6076 -2.9596 -2.5017
C 5.0135 -2.0464 -3.6076
O 6.3802 -2.3384 -3.7913
C 6.5163 -3.6436 -3.4243
O 7.4832 -4.3345 -3.6990
O 5.4327 -4.0870 -2.7166
F 4.9014 -0.7529 -3.2307
H 4.8141 -2.5424 -1.5104
H 3.5501 -3.2321 -2.5543
H 4.4728 -2.2097 -4.5459
C -0.5737 -6.0251 2.9963
C -0.0390 -7.1843 2.2268
O -0.3367 -6.8569 0.8885
C -0.3293 -5.4950 0.8466
O -0.2725 -4.8422 -0.1823
O -0.3855 -4.9488 2.0995
F -0.6999 -8.3201 2.5445
H -1.6401 -6.1243 3.2253
H -0.0286 -5.8581 3.9292
H 1.0398 -7.3371 2.3373
C 1.5919 -2.6222 6.4349
C 0.4839 -2.1788 5.5420
O -0.1398 -3.3858 5.1664
C 0.0703 -4.2338 6.2121
O -0.5431 -5.2740 6.3837
O 1.0479 -3.7724 7.0506
F 0.9698 -1.5861 4.4283
H 2.4960 -2.8995 5.8825
H 1.8540 -1.8658 7.1796
H -0.2468 -1.5218 6.0257
```